A cluster of 2 separate species, C3H9O2 in total, computed with wB97M-V/def2-TZVPD.

Each line ends with the Mulliken charge.
CARTESIAN COORDINATES (ANGSTROEM)
C: -0.07155 -1.42461 1.71232  -0.61
O: -0.73669 -1.62023 0.48053  -0.54
H: -0.17174 -0.40853 2.07781  0.27
H: 0.98808 -1.68735 1.64619  0.23
H: -0.47808 -2.11077 2.45598  0.26
C: 0.38871 0.76415 -1.24019  -0.11
O: -0.83851 0.47745 -0.72170  -0.45
C: 1.14892 1.84352 -0.48580  -1.01
H: 0.24070 1.08369 -2.27764  0.34
H: 0.98471 -0.14684 -1.36972  0.26
H: -0.93486 -0.73630 0.06987  0.44
H: 0.40814 2.55039 -0.14765  0.28
H: 1.93364 2.29655 -1.07333  0.36
H: 1.61863 1.42022 0.38862  0.27

The HOMO energy (spin up / spin down) comes out at -10.0 / -9.9 eV. As for the spin multiplicity: 2. The relative energy (zero: lowest compared OMol25 entry of this formula, charge and spin) comes out at 64.5 kJ/mol. The value obtained for the gap between HOMO and LUMO (spin up / spin down) is 11.0 / 7.5 eV. As for the total energy: -270.0669 a.u. The expectation value of S² is 0.7546.

***

An isolated molecule of C3H9O2P, computed with wB97M-V/def2-TZVPD.

Each line ends with the Mulliken charge.
CARTESIAN COORDINATES (ANGSTROEM)
C: 0.45448 0.15230 -1.63086  -1.16
C: -0.05930 -0.92058 -0.62608  -0.53
C: -0.06024 -0.31332 0.82696  0.04
O: 1.15662 0.29590 1.08790  -0.45
O: -0.26357 -1.34249 1.68391  -0.42
P: -1.46884 1.19830 1.25356  0.08
H: -0.00810 0.06736 -2.63548  0.30
H: 1.55994 0.04619 -1.74421  0.39
H: 0.09571 1.19088 -1.28710  0.27
H: 0.62990 -1.83478 -0.68075  0.24
H: -1.01950 -1.19582 -0.82348  0.45
H: 1.55273 0.50037 0.22966  0.34
H: -0.15425 -0.82519 2.55547  0.38
H: -0.65224 2.19148 0.66904  0.05
H: -2.31690 1.19955 0.20968  0.03

The HOMO energy (spin up / spin down) comes out at -4.6 / -10.2 eV. As for the spin multiplicity: 3. The relative energy (zero: lowest compared OMol25 entry of this formula, charge and spin) comes out at 207.5 kJ/mol. The value obtained for the gap between HOMO and LUMO (spin up / spin down) is 5.4 / 7.6 eV. As for the total energy: -611.3095 a.u. The expectation value of S² is 2.0053.

***

An isolated molecule of C3H9O2PS, computed with wB97M-V/def2-TZVPD.

Each line ends with the Mulliken charge.
CARTESIAN COORDINATES (ANGSTROEM)
C: 2.35544 0.78818 0.13242  -0.86
C: -0.86444 -0.51979 1.53766  -1.11
C: 0.42889 0.44451 -1.27945  -0.47
O: -1.76313 -1.47498 -0.86823  -0.54
O: 1.55271 -0.04832 -0.66045  -0.36
P: -1.38733 -0.03305 -0.17241  0.62
S: -2.86893 1.26498 -0.00909  -0.41
H: 2.41077 0.43480 1.06857  0.35
H: 1.99254 1.83964 0.28505  0.34
H: 3.29803 0.98108 -0.25866  0.35
H: -0.36628 -1.37995 1.70103  0.40
H: -0.47661 0.44484 1.80139  0.30
H: -1.77406 -0.70962 2.01934  0.39
H: 0.44947 1.62709 -1.33246  0.31
H: 0.37435 0.05279 -2.25029  0.37
H: -2.62316 -1.56447 -1.29690  0.34

The HOMO energy comes out at -8.5 eV. The relative energy (zero: lowest compared OMol25 entry of this formula, charge and spin) comes out at 171.9 kJ/mol. The value obtained for the gap between HOMO and LUMO is 9.2 eV. As for the SMILES: COC[P@](C)(O)=S. As for the total energy: -1009.6931 a.u.

***

A cluster of 2 separate species, C3H9O2PS in total, computed with wB97M-V/def2-TZVPD.

Each line ends with the Mulliken charge.
CARTESIAN COORDINATES (ANGSTROEM)
C: 1.93803 -1.55119 -1.24248  -0.58
C: 0.13924 1.51273 1.68467  -0.82
C: -0.35399 -1.65603 -1.09690  -0.82
O: -2.68608 0.77198 1.25120  -0.54
O: 0.78651 -2.13106 -0.64200  -0.29
P: -1.22226 0.99477 0.37679  0.49
S: -1.51649 2.69565 -0.72656  -0.30
H: 1.88198 -1.70609 -2.31247  0.34
H: 2.78844 -2.01606 -0.71270  0.21
H: 1.81820 -0.43608 -1.06949  0.23
H: -0.00446 2.59750 1.74951  0.34
H: -0.00751 0.87699 2.63931  0.28
H: 1.10574 1.36752 1.09798  0.24
H: -0.24250 -0.95107 -1.92615  0.42
H: -1.27051 -1.96416 -0.62669  0.48
H: -3.15434 1.59461 1.55600  0.33

The HOMO energy (spin up / spin down) comes out at -6.6 / -9.3 eV. As for the spin multiplicity: 3. The relative energy (zero: lowest compared OMol25 entry of this formula, charge and spin) comes out at 43.6 kJ/mol. The value obtained for the gap between HOMO and LUMO (spin up / spin down) is 7.4 / 6.9 eV. As for the total energy: -1009.6020 a.u. The expectation value of S² is 2.0123.

***

A cluster of 2 separate species, C3H9O2PS2 in total, computed with wB97M-V/def2-TZVPD.

Each line ends with the Mulliken charge.
CARTESIAN COORDINATES (ANGSTROEM)
C: 0.73931 1.92137 1.08537  -1.38
C: -0.62457 1.49607 -1.01427  -1.09
C: -0.04707 0.86021 0.22010  0.70
O: -0.63338 -2.69779 -1.44779  -0.36
O: 0.70982 -0.29448 0.00464  -0.61
P: -0.49776 -2.30395 0.08747  0.70
S: -2.20940 -2.29459 1.00003  -0.29
S: 1.03995 -3.39031 0.96523  -0.18
H: 0.00012 2.58472 1.43381  0.41
H: 1.17958 1.49376 2.06116  0.29
H: 1.59270 2.37532 0.53920  0.34
H: -1.04082 0.72891 -1.65520  0.28
H: 0.15011 2.12861 -1.61312  0.27
H: -1.46250 2.21331 -0.81950  0.33
H: -0.84667 0.56638 1.02385  0.11
H: 0.04863 -2.52310 -1.97782  0.31
H: 1.90195 -2.86443 0.10683  0.17

The HOMO energy (spin up / spin down) comes out at -9.3 / -9.3 eV. The relative energy (zero: lowest compared OMol25 entry of this formula, charge and spin) comes out at 240.8 kJ/mol. The value obtained for the gap between HOMO and LUMO (spin up / spin down) is 8.2 / 8.2 eV. As for the total energy: -1407.8777 a.u.

***

A structure of composition C3H9O2S, computed with wB97M-V/def2-TZVPD.

Each line ends with the Mulliken charge.
CARTESIAN COORDINATES (ANGSTROEM)
C: -1.65512 -0.04319 0.85627  -0.42
O: -0.81959 0.22755 1.86462  -0.67
C: -1.35559 0.52656 -0.58765  -0.49
C: 0.20536 0.45602 -1.04605  -0.54
S: 1.00851 -1.00910 -1.74490  -0.29
H: -2.77838 0.16661 0.99609  0.22
H: -1.71829 -1.15036 0.86371  0.23
H: -1.87024 -0.00976 -1.39209  0.31
H: -1.71853 1.60648 -0.65304  0.28
H: 0.98625 0.81549 -0.22490  0.34
H: 0.26598 1.04707 -1.94826  0.27
H: 0.37066 -1.98186 -1.00785  0.09
H: 1.89087 0.13900 2.51160  0.19
H: 0.23962 0.52798 2.01521  0.43
O: 1.44810 0.94102 2.06321  -0.95

The HOMO energy comes out at -3.9 eV. The relative energy (zero: lowest compared OMol25 entry of this formula, charge and spin) comes out at 157.3 kJ/mol. The value obtained for the gap between HOMO and LUMO is 7.3 eV. As for the total energy: -668.3339 a.u. The charge is -1.